[1]
Molecular formula: C8H11N2O2
Method: DFT, the ωB97M-V functional and the def2-TZVPD basis

The geometry in XYZ format:
```
23
Properties=species:S:1:pos:R:3:nbo_charge:R:1
H -1.16 -1.64 -1.46 0.229
H 4.12 -0.42 0.38 0.249
H 0.35 1.97 0.62 0.394
C -1.31 0.62 1.18 0.980
H -3.94 2.34 1.81 0.244
H -4.06 0.67 1.34 0.217
C -0.72 -0.73 -1.52 -0.404
O -1.31 -0.47 1.53 -0.513
H -0.71 -0.42 -2.62 0.231
C 1.47 -1.66 -1.35 0.089
H 3.37 -2.47 -1.09 0.257
H 1.24 -2.25 -2.26 0.247
C 3.13 -0.57 -0.06 -0.091
C -3.35 1.40 1.84 -0.314
C 2.31 0.55 0.10 -0.251
C 0.96 0.34 -0.16 0.426
C 2.76 -1.59 -0.91 -0.260
H -1.23 0.01 -0.96 0.230
N 0.62 -0.66 -1.01 -0.284
N 0.00 1.22 0.11 -0.703
H -3.28 0.79 2.78 0.230
O -2.07 1.59 1.21 -0.455
H 2.82 1.39 0.51 0.253
```

Output
LUMO = -3.907 eV
Net charge = +1
HOMO-LUMO gap = 9.16 eV
Calculated total energy = -571.124704 Eh
ΔE to the lowest compared entry with this formula, charge and spin = 61.3 kcal per mole
Structure (SMILES) = COC(=O)/[NH+]=c1/ccccn1C

***

[2]
Molecular formula: C36H70BrF4NO8PS
Method: DFT, the ωB97M-V functional and the def2-TZVPD basis

The geometry in XYZ format:
```
122
Properties=species:S:1:pos:R:3:lowdin_charge:R:1
H 1.64 0.22 6.64 0.071
C 1.63 -1.65 -4.05 -0.173
H -3.73 0.16 -4.90 0.130
C -1.86 0.34 3.61 -0.473
H 2.17 2.44 4.81 0.087
H -0.75 1.60 4.98 0.083
H 4.95 -0.39 -3.48 0.111
C 7.67 -0.92 -1.41 -0.482
H -1.43 2.47 3.59 0.087
H -3.83 -0.40 4.11 0.089
C -0.03 -3.66 -3.39 -0.448
O -3.82 -1.35 7.10 -0.063
C 4.80 0.06 -4.50 -0.282
C -1.82 0.48 -3.88 -0.062
H -3.04 0.48 5.42 0.074
C 8.75 -1.57 -2.26 -0.054
H 8.31 -2.31 -2.93 0.083
H -7.09 2.05 5.44 0.089
N 2.53 -0.18 -2.32 -0.291
C -0.89 2.31 -9.22 -0.057
H -7.21 4.54 2.88 0.080
H 1.59 1.50 1.15 0.090
H 0.04 0.43 0.70 0.059
H 4.27 2.84 5.96 0.084
Br 3.60 1.23 -1.64 1.050
C -2.18 -2.71 -3.54 -0.159
H 9.24 -0.82 -2.89 0.087
C 0.29 -2.80 -0.50 -0.114
O 0.34 -4.75 -3.02 0.184
H 1.20 0.69 -8.36 0.078
H -7.07 5.62 5.22 0.081
O -1.19 -3.60 -4.13 -0.032
H -4.38 -3.86 7.78 0.082
O -1.03 1.34 -7.02 -0.077
C -6.32 3.66 4.65 -0.506
H 1.27 -1.22 -6.76 -0.014
H -0.97 -0.24 -3.77 0.051
S 2.91 -3.47 -6.35 0.188
H 2.69 -0.99 0.82 0.130
H -0.02 1.44 3.37 0.050
H -4.16 -1.39 -2.30 0.069
C -3.19 0.45 4.35 -0.050
C 1.16 0.57 0.69 0.054
H -3.73 1.35 4.04 0.075
H -0.93 1.32 -9.70 0.084
H 5.22 1.40 6.36 0.083
C -3.16 -0.38 -4.09 -0.376
H -2.17 -1.75 -5.58 0.112
H 7.46 0.59 0.12 0.076
H -3.02 -2.84 5.97 0.137
C 2.54 0.83 6.78 -0.059
C -7.12 3.56 3.36 -0.066
C 3.29 0.98 5.46 -0.497
C -0.25 2.21 -7.84 -0.481
C 1.97 -0.45 0.16 -0.166
O -2.10 0.28 2.20 -0.100
H 0.78 -2.69 0.50 0.128
P 1.46 -2.28 -5.81 0.400
H -8.12 3.17 3.55 0.083
H 7.13 0.37 -2.78 0.089
H -0.26 3.19 -7.36 0.143
C -3.36 -3.55 7.97 -0.062
C -6.98 4.61 5.64 -0.064
H -2.55 1.10 1.94 0.100
H 8.98 -0.31 0.20 0.086
H -2.49 -1.08 0.65 0.070
H 2.21 1.80 7.15 0.085
C -1.24 -2.48 -0.35 -0.140
H 3.17 0.36 7.54 0.084
O 6.69 -0.31 -2.26 -0.112
H -1.68 1.16 -4.76 0.062
C 1.00 -2.02 -1.64 -0.044
C -4.11 -0.41 -2.83 -0.075
C -2.85 -1.82 -4.69 -0.122
H 7.15 -1.69 -0.83 0.140
H -5.16 -0.15 -3.12 0.086
H -1.03 0.46 -7.43 0.081
C 4.53 1.83 5.63 -0.063
O 2.43 1.57 4.49 -0.079
H -6.40 4.66 6.56 0.080
H -0.80 -2.84 7.16 0.082
H -3.77 0.36 -2.08 0.067
H 3.57 -0.01 5.09 0.137
H -1.94 1.11 -2.97 0.069
C 1.85 -0.87 -1.34 -0.158
C 2.46 -0.49 -3.68 -0.091
C -1.76 -1.22 -0.17 -0.011
H -1.75 -1.99 -2.81 0.084
H -7.98 4.26 5.91 0.083
H -3.02 -3.27 -3.05 0.140
H 0.38 -3.90 -0.76 0.123
F 2.98 0.12 -6.04 0.047
H -3.82 -2.32 -5.01 0.125
H -1.22 -1.22 6.55 0.059
H 9.50 -2.06 -1.64 0.086
C 3.23 0.37 -4.71 -0.361
H -1.36 -0.58 3.89 0.137
C -1.50 -2.01 7.25 -0.062
H 1.61 1.62 -6.93 0.049
H 8.73 0.93 -1.04 0.086
H -0.33 2.98 -9.87 0.085
F 5.51 1.25 -4.50 0.053
C 0.87 -2.44 -3.04 0.006
H -2.71 -4.42 7.90 0.081
F 5.27 -0.85 -5.42 0.081
H -3.75 -1.01 8.00 0.093
H 0.26 -3.06 -5.89 0.006
H -3.32 -3.17 9.00 0.083
C -2.93 -2.47 6.99 -0.500
F 3.00 1.74 -4.57 0.058
H 5.06 1.94 4.68 0.077
H 1.80 2.35 -8.53 0.091
C 1.18 1.70 -7.92 -0.061
H -1.92 2.67 -9.14 0.083
H -1.41 -1.58 8.26 0.085
C 8.25 0.13 -0.47 -0.057
H -1.94 -3.37 -0.33 0.123
H -6.64 2.87 2.66 0.074
H -1.49 -0.39 -0.88 0.072
H -5.31 4.01 4.43 0.134
C -0.96 1.53 3.91 -0.054
O -6.20 2.37 5.24 -0.063
```

Output
LUMO = -4.693 eV
Net charge = +1
HOMO-LUMO gap = 6.44 eV
Calculated total energy = -5782.827921 Eh
ΔE to the lowest compared entry with this formula, charge and spin = 53.3 kcal per mole

***

[3]
Molecular formula: C20H28IrNO2S
Method: DFT, the ωB97M-V functional and the def2-TZVPD basis

The geometry in XYZ format:
```
53
Properties=species:S:1:pos:R:3:nbo_charge:R:1
H -0.20 5.12 -4.81 0.220
Ir -0.68 -1.02 -2.00 1.105
C -0.20 0.57 -6.30 -0.061
C -1.91 0.75 -1.27 -0.289
H 1.39 2.12 -2.45 0.181
C 0.08 -1.41 -6.30 0.267
O -0.09 -0.44 -5.22 -0.582
C 1.22 2.34 -3.52 -0.079
H 2.59 5.04 -4.79 0.202
H -1.13 -2.96 -5.48 0.204
H -2.67 0.33 -3.37 0.263
H 1.63 -2.56 -7.21 0.226
H 1.67 4.03 -5.90 0.153
H -0.80 3.12 -3.02 0.212
C 0.13 -0.38 -7.44 -0.468
H 1.33 -2.98 -5.53 0.205
N 0.39 -1.38 2.48 -0.677
C 0.47 4.57 -4.16 -0.432
H 1.13 -0.20 -7.83 0.214
H -1.10 -2.94 -7.24 0.225
C 1.84 4.23 -4.79 -0.068
H -1.24 0.96 -6.35 0.182
H 0.92 -2.76 0.52 0.303
O 2.33 3.07 -4.05 -0.535
H -0.55 2.68 -4.68 0.197
H 0.55 1.38 -6.25 0.195
C 1.44 -1.17 -2.46 -0.307
C 0.62 -2.34 -2.84 -0.339
C -2.32 -1.39 -0.48 -0.296
C -2.85 -1.32 -1.82 -0.290
H 0.33 -2.63 -3.83 0.250
H -0.62 -0.36 -8.23 0.222
H -3.42 -2.13 -2.29 0.258
C 0.29 -0.46 3.24 0.068
H 2.29 -0.59 -0.44 0.269
H -1.67 1.81 -1.26 0.261
H 2.21 -1.49 -5.93 0.227
C 0.96 -2.40 -0.52 -0.146
H 1.15 1.34 -3.98 0.172
C 0.28 -3.05 -1.61 -0.333
C -1.13 -2.31 -6.35 -0.623
H -2.04 -1.72 -6.36 0.217
H -1.42 0.17 0.85 0.303
H 0.63 5.12 -3.22 0.212
H 1.95 -0.54 -3.20 0.269
C -2.47 -0.03 -2.37 -0.366
H -2.34 -2.24 0.21 0.276
C -1.80 -0.10 -0.14 -0.242
C 1.39 -2.15 -6.23 -0.628
S 0.16 0.77 4.29 -0.351
C -0.06 3.17 -3.82 -0.434
C 1.64 -1.26 -1.02 -0.267
H -0.27 -3.99 -1.60 0.254
```

Output
LUMO (alpha / beta) = -0.162 / -3.405 eV
Net charge = 0
Spin multiplicity = 5
HOMO-LUMO gap (alpha / beta) = 6.05 / 2.73 eV
Calculated total energy = -1486.301124 Eh
ΔE to the lowest compared entry with this formula, charge and spin = 9.3 kcal per mole

***

[4]
Molecular formula: C26H78N9O7P3S4
Method: DFT, the ωB97M-V functional and the def2-TZVPD basis

The geometry in XYZ format:
```
127
Properties=species:S:1:pos:R:3:lowdin_charge:R:1
C 5.30 3.33 3.51 -0.264
H 2.29 4.34 -6.73 0.074
H -0.44 4.82 -3.67 0.079
H -0.45 1.06 -3.24 0.073
H -5.72 3.55 4.28 0.081
H 1.02 -3.00 -1.57 -0.021
H 0.21 -5.70 -0.02 0.086
C 2.94 5.52 -4.08 -0.098
C 0.90 -3.39 -2.58 -0.274
H 1.77 0.50 -6.32 0.081
H -7.45 2.50 1.46 0.063
P 1.72 3.10 -3.95 0.506
H 3.17 -0.27 0.95 0.027
C 0.85 1.14 -0.10 -0.232
C -2.05 3.36 0.39 -0.120
H -1.67 -7.03 1.91 0.071
N -5.48 3.03 -0.49 -0.298
C -2.55 -6.71 2.48 -0.113
H 4.95 0.89 4.93 0.058
H -4.39 4.25 3.45 0.080
H 0.03 1.17 0.61 0.041
C -5.02 3.36 3.46 -0.138
H 6.50 -2.80 4.48 0.057
H 2.43 6.33 -3.57 0.081
H -7.21 4.20 -0.14 0.085
H -5.16 1.41 -1.79 0.085
H -3.39 -6.81 1.79 0.083
H -3.43 0.85 0.28 0.080
H 4.43 1.16 -5.08 0.082
H 5.28 4.09 2.74 0.051
H -1.76 -2.81 1.51 0.075
H -1.48 1.50 -4.67 0.091
H 4.19 1.86 -3.49 0.077
S -0.84 -3.83 -2.76 0.830
H 0.66 1.74 -0.99 0.009
H 3.41 0.36 -3.83 0.078
N 2.54 1.97 -4.86 -0.295
H -2.22 4.37 0.02 0.079
H -6.82 3.98 -1.82 0.081
C -6.80 3.48 -0.85 -0.141
H 2.11 -5.66 1.27 0.080
H 3.68 5.85 -4.81 0.080
N -0.83 -3.20 3.43 -0.298
C -1.45 -2.21 -3.36 -0.258
C 5.73 -2.51 1.70 -0.239
C -0.88 3.83 -3.77 -0.087
N 1.99 4.58 -4.70 -0.314
S 4.65 -3.29 2.94 0.843
H -4.36 -4.98 2.84 0.081
O 0.00 -1.31 -0.58 -0.588
C 1.66 -5.36 2.22 -0.094
H 6.09 -3.34 1.08 0.051
O -0.31 -5.55 4.59 -0.282
H -0.40 -1.86 1.90 0.053
H -3.70 2.24 -1.30 0.047
H 1.57 5.94 -6.23 0.083
S 1.29 -0.53 -0.69 0.855
H 0.58 4.53 -6.31 0.071
C 3.69 1.31 -4.29 -0.104
H -6.96 1.78 3.03 0.084
H -4.76 2.95 -2.51 0.083
C -4.74 2.40 -1.57 -0.110
H -1.10 -1.35 -2.79 0.015
H -4.47 2.49 3.83 0.076
N -3.26 2.82 0.99 -0.316
H -7.44 2.61 -1.05 0.084
N 0.21 -5.21 2.02 -0.302
C 5.95 -3.68 4.15 -0.253
C -6.63 2.10 2.04 -0.103
H 6.61 -2.10 2.19 0.049
H -1.22 -2.09 -4.42 0.055
C -0.16 -4.92 0.66 -0.156
N 0.10 2.84 -4.26 -0.306
H -3.46 -3.53 3.13 0.059
H 5.49 -4.23 4.97 0.052
H 0.31 -3.99 0.32 0.060
C 0.09 -2.60 4.39 -0.115
O -0.88 -4.78 -3.93 -0.572
H -2.54 -2.19 -3.27 0.045
C -3.23 1.39 1.21 -0.090
H -1.97 -1.59 2.77 0.079
O 2.07 3.06 -2.53 -0.271
H 1.86 -6.11 2.98 0.080
H 6.69 -4.34 3.68 0.057
H 4.57 -0.32 3.62 -0.003
O 3.82 -2.16 3.48 -0.575
H 2.80 -1.95 0.60 0.036
H 1.10 -2.71 4.01 0.059
H 6.32 2.99 3.66 0.051
P -0.79 -4.91 3.36 0.559
H 0.04 -3.09 5.37 0.074
H 1.53 -4.24 -2.82 0.057
C 1.59 4.86 -6.07 -0.110
O 4.87 1.64 1.47 -0.571
N -2.34 -5.34 2.88 -0.306
H -1.72 3.87 -4.45 0.081
P -4.70 3.70 0.87 0.537
S 4.34 1.95 2.84 0.799
C 2.09 1.54 -6.17 -0.140
H 5.22 -1.84 1.01 0.044
H -1.32 3.42 1.22 0.090
H 1.72 -0.89 1.64 0.051
H 3.54 4.91 -3.40 0.068
N -5.63 3.16 2.16 -0.306
H -0.10 -1.57 4.70 0.082
C 2.36 -0.97 0.76 -0.239
H 0.04 0.86 -4.95 0.059
H 6.10 0.59 3.63 0.054
H 1.77 1.55 0.34 0.051
H 1.27 2.13 -6.57 0.069
H -6.19 1.20 1.59 0.073
H 4.82 3.74 4.40 0.052
C -0.48 1.50 -4.24 -0.104
H 1.24 -2.56 -3.21 0.050
H -2.62 -7.42 3.31 0.084
H -3.69 -4.61 4.44 0.085
H 2.90 1.77 -6.86 0.084
C -1.28 -2.34 2.36 -0.129
H -2.24 1.12 1.59 0.076
C -3.48 -4.59 3.37 -0.116
H 2.09 -4.41 2.57 0.034
H -1.64 2.77 -0.43 0.056
H -1.23 -4.86 0.48 0.073
O -4.52 5.16 0.78 -0.281
H -1.21 3.44 -2.80 0.065
H -3.95 1.17 2.00 0.064
C 5.04 0.63 3.88 -0.254
```

Output
LUMO = 0.247 eV
Net charge = 0
HOMO-LUMO gap = 8.04 eV
Calculated total energy = -4673.714060 Eh
ΔE to the lowest compared entry with this formula, charge and spin = 43.6 kcal per mole

***

[5]
Molecular formula: C30H24O3P2PdSSe2
Method: DFT, the ωB97M-V functional and the def2-TZVPD basis

The geometry in XYZ format:
```
63
Properties=species:S:1:pos:R:3:nbo_charge:R:1
C -4.71 -0.02 -0.60 -0.167
S -2.60 0.28 2.81 2.379
C -1.76 -4.35 -1.96 -0.120
H -1.84 -1.18 -3.14 0.233
C 4.90 -1.86 -1.11 -0.205
H -3.52 2.27 -1.23 0.241
C 4.13 -1.39 -0.06 -0.121
C 5.08 0.41 4.23 -0.204
P -2.02 -0.10 -0.43 1.526
C 3.39 -0.22 -0.21 -0.479
H 0.57 1.89 -4.01 0.243
H -1.76 -4.93 0.11 0.245
H -6.83 0.05 -0.84 0.251
C -1.81 -2.80 -0.12 -0.191
C -1.23 3.00 -3.61 -0.112
Se 1.29 -1.38 1.91 -0.027
C 3.55 2.30 2.86 -0.164
H -1.73 -5.37 -2.33 0.246
H 5.49 -2.76 -0.98 0.241
C -6.01 0.12 -0.13 -0.169
C -3.91 0.29 1.66 -0.252
H 4.17 -1.06 2.98 0.208
Pd -0.41 0.24 1.23 0.664
H -1.77 -3.50 -3.94 0.247
C -1.84 -1.74 -1.04 -0.407
C -5.21 0.43 2.12 -0.178
H 0.14 0.22 -2.25 0.226
C -2.64 2.18 -1.84 -0.135
C -1.74 1.11 -1.66 -0.529
O -3.11 0.31 4.13 -0.835
C -6.26 0.36 1.21 -0.141
C 3.48 0.95 2.52 -0.496
C -3.65 0.08 0.30 -0.456
C 3.41 0.46 -1.43 -0.191
O -1.73 1.44 2.42 -0.920
H 4.12 -1.94 0.87 0.211
H -5.39 0.58 3.17 0.271
H -3.07 3.93 -3.00 0.250
C -2.37 3.11 -2.83 -0.201
C 4.40 2.70 3.88 -0.188
H -4.52 -0.20 -1.65 0.237
C 4.17 -0.03 -2.48 -0.188
H 2.84 1.38 -1.56 0.224
H 5.82 2.08 5.36 0.242
H -1.83 -2.61 0.94 0.249
C -1.77 -4.10 -0.59 -0.183
H 2.96 3.03 2.33 0.227
C -1.78 -3.30 -2.87 -0.203
H 5.68 -0.31 4.76 0.241
C 4.92 -1.18 -2.32 -0.156
P 2.43 0.38 1.19 1.053
C 4.23 0.00 3.22 -0.121
H -7.28 0.47 1.56 0.254
H 5.52 -1.55 -3.14 0.241
C -0.57 1.02 -2.43 -0.098
H 4.45 3.74 4.15 0.242
C -0.32 1.96 -3.40 -0.227
O -1.78 -0.93 2.41 -0.941
C 5.16 1.76 4.56 -0.143
C -1.81 -1.99 -2.43 -0.172
Se 1.10 2.01 0.51 -0.053
H 4.19 0.50 -3.42 0.233
H -1.03 3.74 -4.37 0.247
```

Output
LUMO (alpha / beta) = -9.051 / -9.052 eV
Net charge = +2
HOMO-LUMO gap (alpha / beta) = 5.32 / 5.31 eV
Calculated total energy = -7394.418806 Eh